{
  "formula": "C22H16N9OOsS",
  "method": "ωB97M-V/def2-TZVPD",
  "species": ["Os", "N", "C", "S", "N", "N", "C", "C", "C", "C", "C", "C", "N", "H", "H", "H", "H", "H", "H", "H", "C", "C", "C", "C", "C", "C", "N", "N", "C", "C", "C", "C", "C", "C", "H", "H", "H", "H", "H", "H", "H", "H", "H", "O", "N", "C", "C", "N", "C", "N"],
  "xyz": [[-0.2806, -0.7975, -0.0922], [-4.4931, 0.0763, -1.1781], [-3.1969, 0.1560, -0.8761], [-2.5918, -0.8458, 0.4241], [-2.4309, 1.0196, -1.4858], [-1.1885, 0.9721, -0.9447], [-0.3923, 1.9597, -1.1205], [0.8673, 1.8674, -0.4214], [1.7964, 2.8967, -0.3808], [2.9138, 2.7627, 0.4174], [3.0753, 1.6011, 1.1616], [2.1316, 0.6032, 1.0679], [1.0433, 0.7261, 0.2878], [-5.0776, -0.6368, -0.7804], [-4.8851, 0.7198, -1.8458], [-0.6884, 2.8269, -1.6969], [1.6214, 3.7877, -0.9672], [3.6494, 3.5537, 0.4667], [3.9318, 1.4554, 1.8032], [2.2452, -0.3256, 1.6042], [-2.3441, 1.3863, 4.7986], [-1.9198, 1.9173, 3.5885], [-1.2723, 1.1136, 2.6652], [-1.0310, -0.2173, 2.9727], [-1.4528, -0.7602, 4.1793], [-2.1153, 0.0478, 5.0876], [-0.3216, -1.0447, 2.0267], [0.3810, -1.9359, 2.5513], [1.1564, -2.6464, 1.6506], [1.9835, -3.6648, 2.1216], [2.8350, -4.2833, 1.2282], [2.8606, -3.8643, -0.1008], [2.0247, -2.8522, -0.5593], [1.1362, -2.2324, 0.3106], [-2.8605, 2.0132, 5.5127], [-2.1015, 2.9583, 3.3580], [-0.9641, 1.5201, 1.7127], [-1.2706, -1.8037, 4.3920], [-2.4574, -0.3719, 6.0237], [1.9478, -3.9421, 3.1667], [3.4875, -5.0794, 1.5580], [3.5441, -4.3381, -0.7936], [2.0857, -2.5497, -1.5968], [0.5747, -0.5924, -1.9584], [0.2906, -1.2334, -3.0586], [-0.5342, -2.2245, -2.9880], [-0.9938, -2.6885, -1.7089], [-1.2659, -3.1471, -0.6791], [-0.9168, -2.9246, -4.1763], [-1.2219, -3.4880, -5.1281]],
  "e_tot_ev": -51825.172,
  "e_lumo_ev": -4.55,
  "homo_ev": -11.65,
  "largest_force_ev_per_a": 0.1,
  "orbital_gap_ev": 7.10,
  "charge": 1
}